{
  "formula": "CHCl2O2P",
  "method": "ωB97M-V with the def2-TZVPD basis set",
  "fmax_ev_per_a": 2.79,
  "e_lumo_ha": [-0.040, -0.028],
  "gap_ev": [6.6, 8.1],
  "symbols": ["C", "O", "O", "P", "Cl", "Cl", "H"],
  "coordinates": [[0.695, 0.797, 1.753], [-0.125, -1.747, -2.351], [-0.008, -0.402, -2.838], [-1.096, -0.682, -1.659], [0.406, -0.062, 0.242], [-0.287, 0.221, 3.020], [0.416, 1.875, 1.834]],
  "forces_ev_per_angstrom": [[-1.0, 1.2, 0.2], [0.6, -2.7, 0.3], [0.4, 2.0, -0.9], [-1.6, 0.6, 0.2], [0.8, 0.4, 0.4], [-0.3, -1.0, 1.1], [1.0, -0.5, -1.2]]
}



{
  "formula": "C4H29NO9S",
  "method": "ωB97M-V with the def2-TZVPD basis set",
  "fmax_ev_per_a": 3.67,
  "e_lumo_ha": 0.008,
  "gap_ev": 8.9,
  "symbols": ["C", "C", "S", "C", "N", "C", "H", "H", "H", "H", "H", "H", "H", "H", "H", "H", "H", "H", "H", "O", "H", "H", "O", "H", "H", "O", "H", "H", "O", "H", "H", "O", "H", "H", "O", "H", "H", "O", "H", "H", "O", "H", "H", "O"],
  "coordinates": [[3.285, 0.638, -1.505], [2.164, 1.364, -2.341], [0.991, 0.280, -3.197], [2.615, -0.213, -0.376], [2.638, 0.443, 0.971], [1.843, -0.436, 1.806], [3.934, -0.032, -2.146], [3.917, 1.447, -1.107], [2.671, 1.906, -3.164], [1.856, 2.189, -1.713], [0.324, -0.076, -2.098], [1.594, -0.255, -0.740], [3.129, -1.184, -0.251], [2.494, 1.433, 0.960], [2.412, -1.260, 2.226], [0.930, -0.666, 1.282], [1.485, 0.073, 2.784], [-2.674, -1.686, -1.373], [-2.144, -2.918, -2.248], [-2.737, -2.646, -1.542], [-3.038, 3.140, 1.466], [-2.443, 2.764, 0.073], [-3.141, 3.258, 0.516], [1.614, -2.993, 1.889], [0.981, -4.047, 2.699], [0.757, -3.434, 1.985], [-2.305, 0.869, 1.395], [-2.562, -0.621, 0.860], [-2.945, 0.157, 1.281], [1.062, -3.502, -0.222], [-0.195, -2.900, -1.025], [0.757, -2.897, -0.906], [-4.155, 0.123, -1.819], [-3.150, 0.337, -0.525], [-3.290, -0.014, -1.430], [0.138, 2.782, 0.808], [0.599, 1.576, 1.730], [-0.084, 1.892, 1.124], [-2.754, -2.011, 2.410], [-1.318, -2.733, 2.471], [-1.938, -2.218, 1.952], [-1.219, 3.676, -1.706], [-1.331, 4.486, -0.363], [-0.766, 3.911, -0.891]],
  "forces_ev_per_angstrom": [[-0.2, -0.6, -0.4], [2.5, 0.0, -0.5], [0.0, 0.6, 0.4], [1.3, 2.0, -0.1], [1.1, -2.0, -1.0], [-0.9, 2.7, 2.3], [-0.8, 0.8, 0.5], [0.0, -0.4, 0.1], [-0.2, -0.4, 0.2], [-1.3, -0.1, 0.1], [-0.3, -0.2, -0.1], [-0.2, -1.1, 0.5], [-0.7, 0.3, -0.3], [-0.5, 0.1, 0.1], [0.2, -0.4, -0.5], [-0.4, -1.0, 0.0], [0.6, -0.4, -1.4], [-0.1, -0.3, -0.7], [0.0, 0.4, -0.1], [0.1, -0.4, 0.5], [0.1, -0.1, -0.1], [0.1, -0.1, 0.3], [-0.3, 0.3, -0.1], [-0.3, 0.4, -0.3], [-0.4, -0.2, -0.1], [0.7, -0.4, 0.5], [0.5, -0.6, -0.1], [0.8, 0.0, 0.6], [-0.9, 0.6, -0.2], [-0.9, 0.0, 0.0], [-0.1, -0.5, 0.7], [0.8, 0.5, -0.6], [-0.2, 0.2, 0.6], [-1.2, 0.2, -0.5], [1.2, 0.0, -0.1], [0.0, -0.4, 0.0], [-0.1, 0.3, -0.2], [-0.4, 0.1, 0.0], [0.2, -0.3, 0.5], [-0.1, 0.0, 0.2], [0.1, 0.1, -0.7], [-0.1, 0.2, 0.1], [-0.3, 0.0, -0.4], [0.6, -0.1, 0.2]]
}



{
  "formula": "CH4O3S",
  "method": "ωB97M-V with the def2-TZVPD basis set",
  "fmax_ev_per_a": 3.75,
  "e_lumo_ha": 0.024,
  "gap_ev": 10.1,
  "symbols": ["C", "O", "O", "O", "S", "H", "H", "H", "H"],
  "coordinates": [[1.032, -0.527, 0.555], [1.826, -0.126, -0.366], [0.218, 0.119, 1.214], [-0.740, -0.269, -1.233], [-1.931, 0.145, -0.499], [1.357, -1.618, 0.571], [1.500, 0.793, -0.573], [-1.441, -0.037, 0.796], [-1.822, 1.520, -0.465]],
  "forces_ev_per_angstrom": [[-0.9, -2.3, 1.7], [0.4, 3.4, -1.6], [2.2, -1.0, -0.5], [1.5, -1.0, -1.9], [-1.3, 0.6, 1.0], [-1.4, 0.6, 1.2], [0.7, -0.7, -0.2], [-1.0, 0.6, -0.3], [-0.3, -0.2, 0.5]]
}



{
  "formula": "C3H3NO2",
  "method": "ωB97M-V with the def2-TZVPD basis set",
  "fmax_ev_per_a": 2.21,
  "e_lumo_ha": 0.017,
  "gap_ev": 10.2,
  "symbols": ["O", "C", "C", "N", "C", "O", "H", "H", "H"],
  "coordinates": [[2.241, -0.540, 1.925], [1.688, -0.292, 0.961], [0.303, 0.284, -1.277], [-0.782, 0.008, -0.713], [-1.490, -0.021, 0.433], [-0.969, -0.262, 1.513], [0.803, 1.263, -1.266], [0.786, -0.491, -1.883], [-2.582, 0.052, 0.306]],
  "forces_ev_per_angstrom": [[-0.9, 0.4, -1.4], [1.4, -0.5, 1.7], [-0.5, 0.0, -0.2], [0.4, -0.3, 0.0], [0.2, 0.0, 0.2], [-0.3, 0.3, -0.4], [-0.3, -0.2, 0.3], [-0.1, 0.2, -0.1], [0.2, 0.1, -0.1]]
}



{
  "formula": "C6H10O",
  "method": "ωB97M-V with the def2-TZVPD basis set",
  "fmax_ev_per_a": 1.94,
  "e_lumo_ha": [0.013, 0.004],
  "gap_ev": [8.6, 8.0],
  "symbols": ["C", "C", "C", "C", "O", "C", "C", "H", "H", "H", "H", "H", "H", "H", "H", "H", "H"],
  "coordinates": [[2.006, 0.339, -0.071], [1.018, -0.762, 0.047], [-0.105, -0.707, 1.117], [-1.018, -0.263, -0.063], [-2.340, -0.722, -0.148], [-0.836, 1.248, -0.250], [0.003, -0.846, -0.985], [2.071, 0.886, -1.012], [2.958, 0.231, 0.448], [0.253, 1.470, -0.243], [1.687, -1.641, 0.099], [0.022, -0.017, 1.956], [-0.362, -1.714, 1.459], [-2.905, -0.098, 0.328], [-1.284, 1.568, -1.194], [-1.234, 1.836, 0.585], [0.068, -0.809, -2.072]],
  "forces_ev_per_angstrom": [[0.8, 0.1, -0.3], [1.7, -0.7, 0.5], [0.0, 0.0, 0.1], [0.3, 0.3, 0.0], [-0.1, 0.2, 0.1], [0.0, 0.4, 0.2], [-1.0, -0.3, -1.0], [-0.1, 0.0, 0.2], [-0.2, 0.1, 0.1], [-0.8, 0.1, -0.1], [-0.3, -0.1, 0.2], [-0.1, -0.1, -0.1], [0.0, 0.2, 0.0], [0.1, -0.1, -0.1], [0.1, 0.0, 0.1], [-0.3, -0.1, -0.1], [0.0, 0.0, 0.2]]
}



Record-wise E values, in hartree: -1450.68701 -1299.83239 -664.33052 -321.28574 -309.68127